Molecular formula: C3H7N2S
Method: DFT, the ωB97M-V functional and the def2-TZVPD basis

```
13
Properties=species:S:1:pos:R:3:forces:R:3:lowdin_charge:R:1
C -1.178317 1.160601 0.322820 -2.1 -0.6 1.1 -0.099
C 0.524133 -0.388272 0.366549 1.6 -3.5 0.5 -0.545
C 1.365880 -0.804888 -0.848223 -1.0 -1.6 0.9 -0.071
N 0.095224 0.925941 0.316320 -1.5 1.0 -0.1 0.046
N -1.910815 0.050698 0.448100 1.1 2.1 -0.4 -0.238
S -1.039997 -1.416765 0.480085 0.8 0.2 0.2 1.041
H -1.620921 2.176145 0.428904 0.4 -0.9 -0.6 0.192
H 1.193302 -0.477052 1.292621 -1.1 -0.4 -1.1 0.156
H 0.956989 -0.778643 -1.841501 -0.7 1.1 -0.3 0.087
H 1.542140 -1.893381 -0.811457 0.6 0.5 0.6 0.098
H 2.227850 -0.220915 -0.712761 1.7 0.3 -0.5 0.071
H 0.722343 1.552801 -0.058199 1.6 2.1 -0.6 0.149
H -2.877810 0.113730 0.616742 -1.3 -0.1 0.2 0.112
```
Forces are in eV/Å.

Calculated values
* multiplicity: 1
* SMILES string: C[C@H]1NC=[NH+]S1
* HOMO energy: -13.3700 eV
* charge: +1

---

Molecular formula: C8H18O
Method: DFT, the ωB97M-V functional and the def2-TZVPD basis

```
27
Properties=species:S:1:pos:R:3:forces:R:3:lowdin_charge:R:1
C -3.884859 -1.055955 0.178549 0.0 0.1 -0.2 -0.118
C -3.356177 0.121543 -0.635386 0.0 0.0 0.3 -0.264
C -2.448368 1.059939 0.174801 0.1 0.1 -0.3 -0.220
C -0.956296 0.897262 -0.122222 -0.1 -0.1 0.3 -0.223
C -0.392924 -0.449320 0.325558 0.1 0.1 -0.3 -0.221
C 1.073074 -0.648317 -0.056451 0.0 0.1 0.3 -0.222
C 2.019226 0.350394 0.609737 0.3 -0.2 -0.2 -0.197
C 3.487279 -0.068532 0.488272 -0.3 0.2 0.4 -0.286
O 3.960402 -0.075362 -0.837778 0.0 0.0 -0.5 -0.065
H 3.421395 -0.687173 -1.349543 0.1 0.0 0.0 0.075
H 3.625104 -1.059261 0.947542 0.0 0.1 0.0 0.116
H 4.122292 0.647101 1.015956 0.0 -0.1 0.0 0.116
H 1.776581 0.430640 1.671485 0.0 0.0 0.1 0.118
H 1.900917 1.335856 0.155809 0.0 0.1 0.1 0.113
H 1.164490 -0.573258 -1.144531 0.0 -0.1 0.0 0.112
H 1.367866 -1.662560 0.235506 0.0 0.0 -0.1 0.115
H -0.499952 -0.540664 1.409300 -0.1 -0.1 0.1 0.119
H -0.973148 -1.251296 -0.136339 -0.1 0.0 0.1 0.101
H -0.790972 1.017830 -1.196521 0.1 0.1 0.0 0.117
H -0.416918 1.698234 0.387509 0.1 0.0 -0.1 0.105
H -2.717874 2.095478 -0.043390 0.0 0.0 0.1 0.103
H -2.619573 0.900072 1.241549 0.0 0.1 0.1 0.108
H -4.212114 0.682644 -1.013781 0.0 0.0 -0.1 0.099
H -2.809638 -0.253992 -1.503526 0.0 0.0 -0.1 0.103
H -3.072142 -1.650052 0.587400 0.1 -0.1 0.1 0.058
H -4.500340 -1.700662 -0.445425 -0.1 -0.1 0.0 0.067
H -4.495563 -0.699603 1.005643 -0.1 0.0 0.1 0.072
```
Forces are in eV/Å.

Calculated values
* multiplicity: 1
* SMILES string: CCCCCCCCO
* HOMO energy: -10.2071 eV
* charge: 0

---

Molecular formula: C18H38F2NO12
Method: DFT, the ωB97M-V functional and the def2-TZVPD basis

```
71
Properties=species:S:1:pos:R:3:forces:R:3:lowdin_charge:R:1
N 0.343817 -0.172676 0.201423 2.2 3.5 -4.4 0.372
H 0.188817 0.746324 -0.361577 0.5 -1.7 2.0 0.182
H -0.286183 -0.369676 0.852423 -3.4 0.1 4.9 0.032
H 1.291817 -0.368676 0.455423 0.9 0.1 0.0 0.125
H -0.016183 -0.838676 -0.403577 0.0 -2.4 -2.4 0.070
C -2.278183 2.228324 -5.092577 -2.7 -2.5 0.4 -0.022
C -1.411183 1.402324 -6.037577 -2.5 0.4 -2.9 -0.344
O -0.538183 0.720324 -5.295577 1.4 -0.6 0.5 0.202
C -0.898183 0.842324 -4.073577 3.8 -1.9 8.4 -0.466
O -0.183183 0.251324 -3.167577 -3.9 2.6 -3.2 0.043
O -1.935183 1.723324 -3.789577 2.5 -1.5 -1.3 0.063
F -0.717183 2.157324 -6.923577 -0.4 0.0 0.0 0.105
H -3.383183 2.026324 -5.149577 1.1 -0.1 -0.6 0.161
H -2.209183 3.244324 -5.188577 1.0 2.6 0.0 0.111
H -1.981183 0.582324 -6.501577 -0.2 0.9 -1.0 0.184
C -0.885183 -0.588676 5.815423 -2.9 -1.7 -2.3 -0.008
C -0.541183 -2.039676 6.140423 4.6 1.6 2.1 -0.310
O -0.179183 -2.725676 4.870423 -1.3 2.2 1.5 0.132
C -0.508183 -1.823676 3.886423 -0.7 -0.9 -3.0 -0.518
O -0.443183 -2.045676 2.670423 0.4 0.4 3.3 0.107
O -1.019183 -0.685676 4.357423 -0.3 -0.1 -0.1 0.024
F -1.504183 -2.571676 6.861423 -0.9 -1.4 -0.2 0.104
H -0.052183 0.015324 5.830423 1.5 1.7 1.4 0.097
H -1.902183 -0.221676 6.238423 2.1 -0.6 -0.5 0.186
H 0.460817 -1.932676 6.880423 -2.4 -1.1 -2.2 0.219
C -1.856183 2.826324 0.099423 0.5 -2.0 -4.3 -0.076
O -1.953183 1.540324 0.745423 0.3 2.6 0.8 -0.230
C -3.204183 0.879324 0.697423 1.1 -3.1 -0.9 -0.116
C -3.003183 -0.089676 -0.570577 -8.3 7.4 -1.1 -0.349
O -2.302183 -1.067676 -0.332577 5.0 -10.3 2.4 -0.103
C -2.468183 -2.177676 -1.230577 1.5 -0.5 -0.9 -0.124
C -1.785183 -3.441676 -0.767577 1.3 1.7 6.3 -0.076
O -0.444183 -3.131676 -0.045577 -1.5 -0.1 -0.6 -0.220
C 0.035817 -4.317676 0.601423 -2.1 0.9 2.6 -0.127
H -0.878183 3.260324 0.106423 1.1 -0.4 1.0 0.049
H -2.481183 3.645324 0.374423 -1.2 0.0 0.5 0.073
H -1.875183 2.636324 -1.137577 -0.7 0.6 2.9 0.137
H -4.147183 1.449324 0.670423 0.7 0.2 0.0 0.128
H -3.167183 0.143324 1.567423 -0.4 1.2 -0.8 0.145
H -2.450183 0.429324 -1.280577 0.1 2.4 -2.1 0.081
H -4.073183 -0.349676 -1.005577 1.6 0.4 0.6 0.167
H -2.073183 -2.032676 -2.261577 0.2 1.0 0.6 0.139
H -3.494183 -2.409676 -1.440577 -1.0 0.1 0.5 0.123
H -1.569183 -4.118676 -1.469577 0.7 -2.2 -3.3 0.076
H -2.314183 -4.021676 0.029423 -0.2 0.8 -0.6 0.138
H 0.971817 -4.285676 1.080423 1.7 1.3 -0.1 0.062
H 0.099817 -5.016676 -0.131577 0.0 -2.7 -1.9 0.047
H -0.519183 -4.704676 1.556423 -0.2 0.8 -2.0 0.127
C 1.584817 1.718324 3.236423 4.6 -13.6 -3.9 -0.118
O 1.697817 1.940324 1.895423 0.1 2.0 -1.8 -0.225
C 2.546817 3.130324 1.579423 -1.5 0.1 -0.5 -0.066
C 2.633817 3.047324 0.012423 -1.3 10.0 1.6 -0.400
O 3.025817 1.922324 -0.162577 4.3 -13.7 -5.1 -0.119
C 3.013817 1.495324 -1.620577 1.1 -0.7 0.9 -0.052
C 3.747817 0.166324 -1.850577 -1.9 -0.9 1.1 -0.153
O 2.996817 -0.878676 -1.202577 0.2 0.0 1.7 -0.218
C 3.570817 -2.164676 -1.403577 -11.9 -2.0 -2.4 -0.072
H 0.928817 0.702324 3.500423 1.1 3.1 -1.0 0.142
H 1.415817 2.456324 3.711423 -2.9 9.5 6.6 -0.035
H 2.672817 1.312324 3.550423 -2.0 0.9 0.1 0.138
H 3.554817 3.013324 2.056423 -0.8 0.0 -0.5 0.138
H 2.063817 4.095324 1.906423 0.4 -1.0 0.0 0.137
H 3.396817 3.731324 -0.477577 -0.5 0.8 1.1 0.145
H 1.769817 3.241324 -0.620577 -1.4 0.7 0.7 0.116
H 3.600817 2.185324 -2.235577 -0.5 0.6 0.2 0.135
H 1.987817 1.384324 -1.935577 -0.5 0.4 -0.1 0.102
H 4.743817 0.315324 -1.512577 1.1 -0.4 0.8 0.119
H 3.784817 -0.331676 -2.806577 0.2 1.5 -1.5 0.124
H 4.481817 -2.161676 -1.339577 10.0 0.0 0.8 -0.021
H 3.229817 -2.546676 -2.480577 1.0 0.8 1.8 0.139
H 3.087817 -2.973676 -0.730577 0.8 1.7 -0.7 0.122
```
Forces are in eV/Å.

Calculated values
* multiplicity: 1
* HOMO energy: -11.7796 eV
* charge: +1

---

Max |F| values (in eV/Å) by entry order: 3.90, 0.54, 15.21.
E values (in Ha) by entry order: -625.9252, -390.8458, -1865.3582.